# 1
{
  "formula": "C57H73Cl3N7O3SeSi2Ti",
  "method": "ωB97M-V/def2-TZVPD",
  "species": ["Ti", "C", "C", "C", "C", "C", "C", "C", "N", "C", "C", "C", "C", "C", "C", "O", "C", "C", "C", "C", "C", "C", "C", "C", "C", "O", "C", "C", "C", "C", "C", "C", "H", "H", "H", "H", "H", "H", "H", "H", "H", "H", "H", "H", "H", "H", "H", "H", "H", "H", "H", "H", "H", "H", "H", "H", "H", "H", "H", "H", "H", "H", "H", "H", "H", "H", "H", "H", "H", "H", "H", "H", "C", "O", "C", "C", "C", "C", "C", "C", "C", "N", "C", "C", "N", "C", "C", "C", "C", "N", "C", "C", "N", "C", "C", "C", "C", "H", "H", "H", "H", "H", "H", "H", "H", "H", "H", "H", "H", "H", "H", "C", "Si", "C", "C", "Se", "H", "H", "H", "H", "H", "H", "H", "H", "H", "N", "C", "N", "C", "C", "C", "C", "C", "H", "H", "H", "H", "H", "H", "H", "H", "H", "H", "Cl", "Si", "Cl", "Cl"],
  "coordinates": [[-0.3942, 0.1051, 0.1391], [-5.2364, 1.7771, 5.1035], [-5.8680, 1.2606, 3.8027], [-6.4748, 2.4424, 3.0332], [-7.0027, 0.3058, 4.1760], [-4.7978, 0.5881, 2.9402], [-3.6988, 1.3465, 2.5326], [-2.7316, 0.7750, 1.7252], [-1.5297, 1.2894, 1.2506], [-1.0115, 2.5470, 1.5522], [-1.6509, 3.7201, 1.9003], [-0.9070, 4.8828, 2.1213], [0.4687, 4.8235, 1.9896], [1.1586, 3.6708, 1.5821], [0.3830, 2.5547, 1.3115], [0.8192, 1.4105, 0.7567], [2.6718, 3.7727, 1.3520], [3.3466, 4.4015, 2.5809], [2.9005, 4.6663, 0.1241], [3.3663, 2.4321, 1.0897], [-1.6537, 6.1738, 2.4578], [-2.5889, 6.5302, 1.2929], [-2.4843, 5.9784, 3.7338], [-0.7068, 7.3525, 2.6865], [-2.8471, -0.5836, 1.3480], [-1.8115, -0.9806, 0.5917], [-3.8999, -1.3817, 1.7764], [-4.8752, -0.7399, 2.5532], [-4.0885, -2.8602, 1.4138], [-5.1690, -2.9523, 0.3244], [-2.8194, -3.5401, 0.8858], [-4.5368, -3.6564, 2.6504], [-5.9914, 2.2673, 5.7250], [-4.4427, 2.4989, 4.9057], [-4.8037, 0.9511, 5.6722], [-7.2472, 2.9329, 3.6326], [-6.9234, 2.1000, 2.0989], [-5.7178, 3.1869, 2.7830], [-7.7369, 0.8340, 4.7889], [-6.6353, -0.5469, 4.7509], [-7.5153, -0.0725, 3.2895], [-3.6075, 2.3669, 2.8669], [-2.7280, 3.7633, 1.9356], [1.0466, 5.7203, 2.1642], [2.9545, 5.3916, 2.8117], [4.4212, 4.4993, 2.4035], [3.2023, 3.7684, 3.4594], [2.5140, 5.6756, 0.2850], [2.3787, 4.2382, -0.7351], [3.9693, 4.7370, -0.1036], [3.1946, 1.7301, 1.9085], [4.4442, 2.6087, 1.0142], [3.0227, 1.9683, 0.1687], [-3.3351, 5.7522, 1.1265], [-2.0197, 6.6421, 0.3683], [-3.1152, 7.4670, 1.4979], [-3.2078, 5.1695, 3.6210], [-3.0367, 6.8918, 3.9724], [-1.8377, 5.7335, 4.5792], [-0.1194, 7.5725, 1.7927], [-0.0186, 7.1591, 3.5125], [-1.2876, 8.2442, 2.9331], [-5.7322, -1.3195, 2.8619], [-4.8430, -2.4234, -0.5738], [-6.1117, -2.5204, 0.6720], [-5.3443, -3.9991, 0.0586], [-2.5121, -3.1291, -0.0731], [-3.0336, -4.6043, 0.7457], [-1.9956, -3.4528, 1.6012], [-5.4788, -3.3041, 3.0704], [-3.7769, -3.6094, 3.4354], [-4.6736, -4.7039, 2.3718], [9.2746, -9.7217, -1.5466], [8.8489, -9.1999, -0.3024], [7.8756, -8.2532, -0.3240], [7.2781, -7.7663, -1.4817], [6.2914, -6.7965, -1.3896], [5.8824, -6.2973, -0.1593], [6.4922, -6.7966, 0.9926], [7.4757, -7.7609, 0.9159], [4.8350, -5.2743, -0.1176], [4.2655, -4.7377, -1.1707], [3.3541, -3.8387, -0.6791], [3.3754, -3.8328, 0.6982], [4.3313, -4.7581, 1.0455], [2.5354, -2.9966, 1.4911], [2.4820, -2.9415, 2.8888], [1.6126, -2.0694, 3.5006], [0.8107, -1.2499, 2.7068], [0.8525, -1.2925, 1.3893], [1.6779, -2.1483, 0.7693], [1.6211, -2.1569, -0.6725], [0.7294, -1.3169, -1.2451], [0.6104, -1.3357, -2.5615], [1.3891, -2.1676, -3.3773], [2.3227, -2.9896, -2.8106], [2.4542, -2.9948, -1.4135], [10.0437, -10.4545, -1.3197], [9.6971, -8.9397, -2.1826], [8.4530, -10.2123, -2.0746], [7.5685, -8.1314, -2.4562], [5.8199, -6.4120, -2.2839], [6.2081, -6.4344, 1.9735], [7.9507, -8.1494, 1.8067], [4.6017, -5.0203, 1.9752], [3.1184, -3.5816, 3.4888], [1.5455, -2.0098, 4.5773], [0.1183, -0.5361, 3.1384], [-0.1346, -0.6889, -2.9983], [1.2331, -2.1370, -4.4462], [2.9505, -3.6403, -3.4051], [-1.6009, -4.4490, -4.1951], [-2.9762, -3.1363, -4.1813], [-2.9557, -2.3895, -5.9228], [-4.5922, -4.1160, -4.0558], [-2.7264, -1.6650, -2.5655], [-1.7720, -5.2281, -4.9456], [-1.5346, -4.9195, -3.2107], [-0.6335, -3.9808, -4.4007], [-3.1296, -3.1519, -6.6897], [-1.9907, -1.9142, -6.1187], [-3.7222, -1.6170, -6.0173], [-4.7361, -4.7625, -4.9280], [-5.4469, -3.4407, -3.9763], [-4.5827, -4.7416, -3.1593], [2.3881, 1.2875, -2.3960], [2.3626, 2.2526, -3.0358], [2.3265, 3.3560, -3.7613], [3.2844, 4.4319, -3.5236], [2.5631, 5.7724, -3.4462], [1.6056, 5.9858, -4.6415], [1.5923, 4.7857, -5.5871], [1.3127, 3.5060, -4.8185], [4.0436, 4.4427, -4.3138], [3.7943, 4.2208, -2.5851], [3.3106, 6.5673, -3.3964], [2.0023, 5.8011, -2.5117], [1.8720, 6.8891, -5.1934], [0.5909, 6.1360, -4.2672], [2.5451, 4.7026, -6.1181], [0.8200, 4.9109, -6.3471], [1.3416, 2.6329, -5.4732], [0.3217, 3.5471, -4.3642], [-1.0881, 1.5023, -3.9202], [-1.3030, 1.7238, -1.8354], [-3.3316, 2.1285, -1.5941], [-0.4570, 3.6727, -1.6206]],
  "lowdin_charge": [0.893, -0.052, -0.557, -0.047, -0.074, -0.170, 0.030, -0.189, -0.035, -0.220, 0.020, -0.173, 0.001, -0.107, -0.295, -0.226, -0.524, -0.056, -0.051, -0.056, -0.556, -0.043, -0.050, -0.074, -0.230, -0.235, -0.077, 0.009, -0.527, -0.043, -0.066, -0.064, 0.079, 0.071, 0.088, 0.079, 0.092, 0.072, 0.079, 0.084, 0.086, 0.082, 0.096, 0.087, 0.068, 0.079, 0.088, 0.085, 0.050, 0.085, 0.086, 0.081, 0.056, 0.079, 0.089, 0.080, 0.068, 0.080, 0.088, 0.084, 0.084, 0.080, 0.086, 0.041, 0.079, 0.082, 0.018, 0.082, 0.082, 0.065, 0.085, 0.078, -0.086, -0.081, -0.285, -0.010, -0.011, -0.155, -0.027, -0.002, -0.268, 0.191, -0.158, -0.126, 0.177, -0.064, 0.005, -0.031, -0.074, 0.063, -0.110, -0.123, 0.064, -0.178, -0.021, 0.024, -0.065, 0.091, 0.095, 0.095, 0.103, 0.115, 0.104, 0.119, 0.143, 0.112, 0.109, 0.133, -0.026, 0.116, 0.119, -0.246, -0.028, -0.250, -0.251, 0.269, 0.014, 0.015, -0.007, 0.013, 0.010, 0.016, 0.013, 0.015, 0.012, 0.193, -0.317, -0.092, -0.161, -0.165, -0.182, -0.187, -0.196, 0.118, 0.107, 0.108, 0.090, 0.101, 0.109, 0.110, 0.114, 0.115, 0.027, 0.226, -0.499, 0.196, 0.254],
  "homo_lumo_gap_ev": 5.02,
  "charge": -1,
  "e_homo_ha": -0.135
}

# 2
{
  "formula": "C57H85Br3N4O32",
  "method": "ωB97M-V/def2-TZVPD",
  "species": ["C", "C", "C", "C", "C", "C", "N", "O", "O", "H", "H", "H", "H", "H", "C", "C", "C", "C", "C", "C", "N", "O", "O", "H", "H", "H", "H", "H", "C", "C", "C", "C", "C", "C", "N", "O", "O", "H", "H", "H", "H", "H", "C", "C", "C", "C", "C", "C", "N", "O", "O", "H", "H", "H", "H", "H", "C", "C", "O", "C", "O", "O", "C", "H", "H", "H", "H", "H", "H", "H", "H", "C", "C", "O", "C", "O", "O", "C", "H", "H", "H", "H", "H", "H", "H", "H", "C", "C", "O", "C", "O", "O", "C", "H", "H", "H", "H", "H", "H", "H", "H", "C", "C", "O", "C", "O", "O", "C", "H", "H", "H", "H", "H", "H", "H", "H", "C", "C", "O", "C", "O", "O", "C", "H", "H", "H", "H", "H", "H", "H", "H", "C", "C", "O", "C", "O", "O", "C", "H", "H", "H", "H", "H", "H", "H", "H", "C", "C", "O", "C", "O", "O", "C", "H", "H", "H", "H", "H", "H", "H", "H", "C", "C", "O", "C", "O", "O", "C", "H", "H", "H", "H", "H", "H", "H", "H", "C", "Br", "Br", "Br", "H"],
  "coordinates": [[-7.3975, -5.4308, 1.5719], [-6.0696, -5.7792, 1.5727], [-5.0481, -4.8850, 1.9587], [-5.4426, -3.4951, 2.1610], [-6.7627, -3.1677, 1.9667], [-7.7719, -4.1209, 1.6126], [-4.3735, -2.5376, 2.5336], [-3.3368, -3.0029, 2.9874], [-4.5954, -1.3730, 2.5860], [-8.0601, -6.2667, 1.4025], [-5.9527, -6.8466, 1.4574], [-4.0491, -5.2947, 1.9387], [-7.0835, -2.2186, 2.3700], [-8.8165, -3.8707, 1.7249], [1.5603, -0.2521, 4.3339], [0.6358, -1.2358, 4.6808], [0.8038, -2.0706, 5.6758], [1.9133, -1.9359, 6.5900], [2.9097, -0.9880, 6.2059], [2.7629, -0.2476, 5.0480], [2.1045, -2.7488, 7.7678], [1.1277, -3.3715, 8.2223], [3.2403, -2.6661, 8.3564], [1.2534, 0.5312, 3.6566], [-0.3300, -1.1719, 4.2016], [0.0793, -2.8386, 5.9027], [3.8049, -0.8262, 6.7880], [3.5351, 0.4412, 4.7385], [-3.9216, 0.5964, -1.3275], [-4.4335, 0.1066, -2.5421], [-4.7700, 0.9813, -3.5412], [-4.4509, 2.3378, -3.4357], [-3.9101, 2.7993, -2.2282], [-3.7760, 1.9469, -1.1278], [-4.5706, 3.1395, -4.6363], [-4.5599, 2.6225, -5.7463], [-4.8022, 4.3181, -4.3986], [-3.7295, -0.0813, -0.5088], [-4.6119, -0.9356, -2.7619], [-5.2008, 0.6343, -4.4687], [-3.7858, 3.8447, -1.9871], [-3.5758, 2.4118, -0.1737], [5.3737, -0.1191, -0.6676], [6.2166, 0.8760, -1.1504], [5.7120, 1.9366, -1.9255], [4.3746, 1.8304, -2.3367], [3.5107, 0.7537, -2.0045], [4.0226, -0.1947, -1.0790], [3.8479, 2.9041, -3.2223], [4.6598, 3.4949, -3.9697], [2.6305, 3.0916, -3.3293], [5.7458, -0.8937, -0.0135], [7.2386, 0.9231, -0.8044], [6.3471, 2.7599, -2.2173], [2.5333, 0.6395, -2.4496], [3.3443, -0.9995, -0.8366], [1.5822, -5.2438, -4.9682], [2.2388, -4.2318, -4.1334], [1.7820, -2.9439, -4.3120], [0.7444, -2.4571, -3.6615], [0.1667, -2.9695, -2.7237], [0.6351, -1.0776, -4.0037], [-0.3562, -0.2732, -3.3902], [1.4372, -5.0040, -6.0216], [0.6001, -5.5718, -4.6278], [2.2153, -6.1264, -5.0596], [3.2541, -4.1962, -4.5284], [2.4858, -4.4951, -3.1049], [-0.5235, 0.5615, -4.0708], [0.0635, 0.2106, -2.5082], [-1.2207, -0.9186, -3.2348], [2.5334, 5.8462, -1.2304], [1.5911, 6.3916, -2.2612], [0.3410, 6.4484, -1.6552], [-0.6881, 6.7148, -2.4446], [-0.7950, 6.6874, -3.6517], [-1.6004, 7.0393, -1.5374], [-2.9295, 7.4153, -2.0023], [2.3605, 4.7999, -0.9787], [2.7809, 6.4117, -0.3320], [3.5283, 5.8722, -1.6751], [1.6272, 5.9394, -3.2523], [1.9658, 7.4058, -2.3996], [-3.3979, 8.0732, -1.2703], [-3.5743, 6.5512, -2.1623], [-2.8809, 8.1010, -2.8482], [0.4043, -1.3237, 1.0714], [-0.8166, -0.4976, 1.3267], [-1.0415, 0.3533, 0.1716], [-0.4562, 1.5118, 0.1337], [0.0722, 1.9693, 1.1231], [-0.3222, 1.8828, -1.1507], [0.1609, 3.1687, -1.3869], [1.1665, -0.5835, 0.8280], [0.2093, -1.8028, 0.1119], [0.8032, -1.9372, 1.8794], [-0.6208, -0.0247, 2.2891], [-1.6834, -1.1552, 1.3921], [-0.0894, 3.9485, -0.6676], [-0.1267, 3.5200, -2.3779], [1.2425, 3.2482, -1.4967], [1.8146, 3.4469, 4.1992], [1.6969, 4.6634, 3.3054], [2.4279, 5.7455, 3.6762], [1.8901, 6.6773, 4.5566], [1.0248, 6.3351, 5.3150], [2.3192, 8.0009, 4.2299], [1.9981, 9.0980, 4.9412], [2.8321, 3.0693, 4.0991], [1.1741, 2.6465, 3.8286], [1.4319, 3.5969, 5.2087], [0.6479, 4.9567, 3.2623], [1.9270, 4.3946, 2.2744], [2.1070, 9.8853, 4.1954], [2.7631, 9.2234, 5.7075], [1.0312, 9.1356, 5.4429], [0.3318, 3.4227, -5.4983], [-1.0505, 3.4886, -6.0704], [-0.8008, 3.6502, -7.4985], [-1.8530, 4.1023, -8.4057], [-3.1156, 4.0137, -8.2456], [-1.3221, 4.2638, -9.5354], [-2.2222, 4.7392, -10.6034], [0.8782, 2.5027, -5.7060], [0.2451, 3.5159, -4.4158], [0.9957, 4.2652, -5.6918], [-1.7429, 4.1792, -5.5891], [-1.5474, 2.5189, -6.0402], [-2.7928, 5.5691, -10.1866], [-2.9383, 3.9727, -10.9001], [-1.8247, 5.1323, -11.5391], [-0.1772, -4.9551, 2.4139], [-0.5483, -5.7861, 3.6355], [-1.8335, -6.3601, 3.3287], [-2.7378, -6.7938, 4.1496], [-2.6163, -6.6880, 5.3961], [-3.7176, -7.3347, 3.3939], [-4.7886, -7.8889, 4.0941], [0.8291, -4.5552, 2.2889], [-0.8252, -4.1040, 2.2046], [-0.1501, -5.5894, 1.5278], [-0.5989, -5.2244, 4.5683], [0.1622, -6.5653, 3.9113], [-4.9436, -8.9320, 3.8188], [-5.6431, -7.2601, 3.8442], [-4.7188, -7.8547, 5.1814], [9.4006, -0.2484, 1.6376], [8.9332, 1.1969, 1.9854], [7.5163, 1.0934, 2.2832], [6.5652, 1.8598, 1.8284], [6.6535, 2.8583, 1.1279], [5.4070, 1.2458, 2.2370], [4.1256, 1.6910, 1.7073], [8.9892, -1.1333, 2.1234], [10.4766, -0.3630, 1.5063], [9.1197, -0.3818, 0.5930], [9.2005, 1.9571, 1.2514], [9.3575, 1.6154, 2.8981], [3.2484, 1.1216, 2.0144], [4.1195, 1.8599, 0.6305], [3.8756, 2.6760, 2.1015], [-1.9747, -9.4592, 0.0829], [-1.9514, -8.9914, -1.3986], [-2.5355, -7.7090, -1.4897], [-1.8142, -6.5897, -1.3921], [-0.6003, -6.5997, -1.2927], [-2.5994, -5.5231, -1.3928], [-2.2221, -4.3825, -0.7244], [-1.4501, -8.7495, 0.7227], [-1.3530, -10.3532, 0.1321], [-2.9210, -9.8290, 0.4777], [-2.6632, -9.5841, -1.9733], [-1.0151, -9.0537, -1.9532], [-3.0351, -3.6565, -0.7170], [-1.3566, -3.9432, -1.2203], [-1.9465, -4.5366, 0.3189], [-2.9609, 1.1915, 5.0963], [-1.2130, 1.5715, 5.8615], [-2.9352, 1.6702, 3.1157], [-4.4534, 1.7601, 6.2555], [-2.9753, 0.1043, 5.1725]],
  "mulliken_spin": [0.000, 0.000, 0.000, 0.000, 0.000, 0.000, 0.000, 0.000, 0.000, 0.000, 0.000, 0.000, 0.000, 0.000, -0.082, 0.117, 0.085, 0.294, 0.100, 0.040, -0.038, -0.105, 0.202, 0.296, 0.019, -0.003, 0.001, 0.005, 0.000, 0.000, 0.000, 0.000, 0.000, 0.000, 0.000, 0.000, 0.000, 0.000, 0.000, 0.000, 0.000, 0.000, 0.000, 0.000, 0.000, 0.000, 0.000, -0.001, 0.000, 0.000, 0.000, 0.000, 0.000, 0.000, 0.000, 0.000, 0.000, 0.000, 0.000, 0.000, 0.000, 0.000, 0.000, 0.000, 0.000, 0.000, 0.000, 0.000, 0.000, 0.000, 0.000, 0.000, 0.000, 0.000, 0.000, 0.000, 0.000, 0.000, 0.000, 0.000, 0.000, 0.000, 0.000, 0.000, 0.000, 0.000, 0.019, -0.007, -0.003, -0.002, -0.001, 0.000, 0.000, -0.013, 0.001, 0.018, -0.002, 0.000, 0.000, 0.000, 0.000, 0.005, -0.001, 0.000, 0.000, 0.000, 0.000, 0.000, 0.000, 0.002, 0.001, 0.000, 0.001, 0.000, 0.000, 0.000, 0.000, 0.000, 0.000, 0.000, 0.000, 0.000, 0.000, 0.000, 0.000, 0.000, 0.000, 0.000, 0.000, 0.000, 0.000, 0.000, 0.001, 0.000, 0.000, 0.000, 0.000, 0.000, 0.000, 0.000, 0.000, -0.001, 0.000, 0.000, 0.000, 0.000, 0.000, 0.000, 0.000, 0.000, 0.000, -0.002, -0.005, 0.000, 0.000, 0.000, 0.000, 0.000, 0.010, 0.000, 0.001, 0.000, 0.000, 0.000, 0.000, 0.000, 0.000, 0.000, 0.000, 0.000, 0.000, 0.000, 0.000, 0.000, 0.000, 0.000, -0.003, 0.042, 0.000, 0.006, 0.001],
  "homo_lumo_gap_ev": [5.27, 2.05],
  "charge": 1,
  "e_homo_ha": [-0.403, -0.403],
  "multiplicity": 2
}